Molecular formula: C29H84N2O12
Method: DFT, ωB97M-V/def2-TZVPD

Structure (XYZ):
```
127
C29H84N2O12, DFT ωB97M-V/def2-TZVPD
C 3.17 1.89 -3.39
C 2.94 1.85 -4.87
C 1.72 1.04 -5.31
O 2.89 3.15 -5.34
H 4.09 2.47 -3.27
H 3.30 0.96 -2.83
H 2.38 2.43 -2.88
H 3.82 1.39 -5.30
H 0.76 1.42 -4.95
H 1.79 0.00 -5.00
H 1.72 1.15 -6.39
H 3.72 3.62 -5.23
C -0.10 0.85 -1.16
C 0.78 0.82 0.05
C 0.78 -0.62 0.51
O 2.02 1.22 -0.24
H -0.24 1.93 -1.22
H -1.01 0.29 -0.98
H 0.37 0.44 -2.05
H 0.19 1.38 0.78
H -0.13 -0.75 1.10
H 1.63 -0.78 1.17
H 0.79 -1.29 -0.35
H 2.71 0.56 -0.15
C 2.95 -4.23 -0.01
C 3.99 -4.11 1.12
C 3.36 -4.49 2.54
O 4.93 -5.07 0.90
H 2.40 -5.16 -0.16
H 3.49 -3.88 -0.89
H 2.31 -3.35 0.05
H 4.30 -3.06 1.06
H 3.09 -5.53 2.73
H 2.52 -3.83 2.79
H 4.17 -4.28 3.24
H 4.52 -5.94 0.87
C -2.47 -2.97 -1.25
C -1.63 -3.73 -2.25
C -0.23 -3.15 -2.46
O -1.43 -4.97 -1.63
H -2.39 -1.92 -1.52
H -2.34 -3.00 -0.17
H -3.53 -3.21 -1.34
H -2.03 -3.83 -3.26
H 0.35 -3.58 -3.27
H 0.36 -3.09 -1.55
H -0.30 -2.08 -2.66
H -2.19 -5.56 -1.66
C -0.94 4.61 4.25
C -0.43 4.54 2.83
C -0.73 5.84 2.06
O 1.01 4.45 2.90
H -1.06 5.65 4.58
H -0.27 4.17 4.99
H -1.92 4.14 4.29
H -0.84 3.67 2.32
H -0.57 5.69 0.99
H -0.07 6.65 2.38
H -1.76 6.02 2.39
H 1.33 4.50 2.00
C -2.78 -1.40 3.50
C -2.53 -2.88 3.87
C -1.31 -2.89 4.79
O -3.50 -3.51 4.63
H -1.91 -0.87 3.12
H -3.08 -0.75 4.32
H -3.62 -1.28 2.81
H -2.39 -3.51 2.99
H -1.55 -2.31 5.68
H -0.48 -2.28 4.42
H -0.93 -3.87 5.06
H -3.32 -3.43 5.57
C -2.93 3.79 -0.76
C -3.53 3.02 -1.97
C -4.38 1.86 -1.59
O -4.25 3.89 -2.76
H -3.58 4.35 -0.09
H -2.11 4.44 -1.08
H -2.55 3.01 -0.11
H -2.76 2.69 -2.67
H -3.92 1.23 -0.83
H -4.66 1.22 -2.43
H -5.33 2.23 -1.21
H -3.66 4.57 -3.08
O -0.10 -4.40 1.02
H -0.74 -4.55 0.32
H 0.54 -3.80 0.64
O 4.36 -0.15 -0.84
H 5.30 -0.22 -0.95
H 3.99 -0.64 -1.58
O 2.03 4.41 0.16
H 2.17 3.58 -0.29
H 2.65 5.01 -0.24
C -5.43 -1.52 -3.04
C -4.97 -1.90 -4.47
C -3.92 -0.83 -4.96
O -2.68 -1.20 -4.24
C -1.62 -0.33 -4.57
N -4.53 -3.26 -4.50
H -6.21 -0.79 -3.22
H -4.64 -0.98 -2.52
H -5.90 -2.34 -2.50
H -5.89 -1.65 -5.01
H -4.11 0.24 -4.89
H -3.75 -1.03 -6.02
H -1.58 0.10 -5.58
H -0.69 -0.90 -4.51
H -1.55 0.51 -3.88
H -4.17 -3.58 -5.38
H -3.73 -3.40 -3.90
C 2.49 0.78 5.95
C 3.12 1.97 5.25
C 3.59 1.79 3.81
O 4.41 0.68 3.71
C 4.88 0.43 2.37
N 2.18 3.09 5.23
H 2.23 1.11 6.95
H 3.18 -0.06 5.89
H 1.59 0.41 5.46
H 4.02 2.27 5.79
H 4.13 2.70 3.55
H 2.79 1.73 3.08
H 5.50 1.20 1.91
H 4.03 0.21 1.73
H 5.43 -0.48 2.59
H 1.82 3.22 4.29
H 2.78 3.91 5.29
```

The HOMO energy (spin up / spin down) comes out at -0.046 / -7.147 eV. As for the net charge: -1. The LUMO energy (spin up / spin down) comes out at 0.078 / 0.077 Eh. The spin multiplicity is 2. Its max |F| is 5.0 eV/A. As for the frontier orbital gap (spin up / spin down): 2.177 / 9.232 eV. As for the expectation value of S²: 0.75.

These are the Löwdin partial charges, in e, on atoms 1 to 99: C -0.090; C -0.567; C -0.067; O -0.052; H 0.064; H 0.039; H 0.071; H 0.119; H 0.064; H 0.063; H 0.072; H 0.086; C -0.064; C -0.578; C -0.047; O -0.038; H 0.077; H 0.075; H 0.076; H 0.131; H 0.077; H 0.080; H 0.059; H 0.024; C -0.084; C -0.477; C -0.045; O -0.063; H 0.089; H 0.057; H 0.035; H 0.128; H 0.070; H 0.060; H 0.062; H 0.093; C -0.044; C -0.466; C -0.036; O -0.063; H 0.064; H 0.078; H 0.072; H 0.117; H 0.084; H 0.051; H 0.051; H 0.102; C -0.057; C -0.461; C -0.054; O -0.093; H 0.074; H 0.063; H 0.077; H 0.123; H 0.064; H 0.085; H 0.073; H 0.033; C -0.057; C -0.481; C -0.070; O -0.052; H 0.063; H 0.074; H 0.069; H 0.130; H 0.079; H 0.071; H 0.085; H 0.080; C -0.044; C -0.531; C -0.048; O -0.046; H 0.081; H 0.073; H 0.060; H 0.126; H 0.083; H 0.054; H 0.090; H 0.092; O -0.056; H -0.009; H -0.022; O -0.242; H -0.022; H -0.053; O -0.047; H 0.020; H 0.047; C -0.071; C -0.418; C -0.133; O -0.215; C -0.132; N 0.055

Molecular formula: C26H32BBrN8OSTi
Method: DFT, ωB97M-V/def2-TZVPD

Structure (XYZ):
```
71
C26H32BBrN8OSTi, DFT ωB97M-V/def2-TZVPD
Ti 0.41 0.15 -0.85
C 0.25 3.99 -1.53
C 0.06 3.47 -0.14
C -0.20 4.26 0.98
C -0.21 3.40 2.06
C -0.43 3.69 3.51
N 0.00 2.16 1.59
N 0.16 2.18 0.22
B 0.08 0.84 2.37
N -1.10 -0.06 1.95
N -1.20 -0.39 0.63
C -2.28 -1.15 0.50
C -2.71 -1.74 -0.81
C -2.89 -1.30 1.75
C -2.11 -0.59 2.64
C -2.27 -0.39 4.12
N 1.42 0.13 2.05
N 1.91 0.03 0.76
C 3.14 -0.48 0.87
C 4.04 -0.76 -0.29
C 3.44 -0.71 2.21
C 2.34 -0.31 2.92
C 2.11 -0.31 4.41
H -0.30 4.92 -1.63
H 1.30 4.18 -1.73
H -0.07 3.30 -2.30
H -0.33 5.33 1.01
H -0.60 4.76 3.64
H -1.30 3.17 3.90
H 0.43 3.41 4.12
H 0.02 1.06 3.55
H -1.98 -1.62 -1.61
H -2.90 -2.81 -0.68
H -3.65 -1.29 -1.14
H -3.79 -1.86 1.97
H -3.16 -0.91 4.46
H -1.41 -0.78 4.68
H -2.37 0.66 4.38
H 3.76 -0.18 -1.17
H 5.07 -0.52 -0.02
H 4.00 -1.82 -0.55
H 4.37 -1.10 2.60
H 2.96 -0.77 4.90
H 1.99 0.70 4.80
H 1.21 -0.87 4.68
C 1.56 -5.60 -1.11
C 1.48 -4.11 -1.35
C 2.18 -3.49 -2.41
C 2.10 -2.14 -2.64
C 1.27 -1.44 -1.78
Br 2.02 1.45 -2.34
N 0.65 -2.00 -0.80
C 0.71 -3.32 -0.54
H 2.44 -6.03 -1.60
H 0.68 -6.11 -1.50
H 1.63 -5.84 -0.05
H 2.81 -4.11 -3.05
H 2.61 -1.64 -3.45
H 0.15 -3.70 0.31
O -0.98 0.53 -1.96
N -1.71 0.88 -3.01
C -2.54 1.95 -2.78
C -3.33 2.43 -3.76
C -3.27 1.77 -5.01
C -2.47 0.69 -5.19
C -1.64 0.12 -4.15
S -0.75 -1.27 -4.31
H -2.48 2.34 -1.78
H -3.98 3.27 -3.56
H -3.88 2.12 -5.84
H -2.43 0.16 -6.13
```

The HOMO energy comes out at -7.506 eV. As for the net charge: 0. The LUMO energy comes out at 0.002 Eh. Its max |F| is 1.0 eV/A. As for the frontier orbital gap: 7.573 eV.

Per-atom Löwdin charges, elementary charge units: Ti 0.768; C -0.099; C -0.328; C 0.013; C -0.270; C -0.019; N 0.034; N 0.031; B -0.497; N 0.039; N 0.032; C -0.312; C -0.022; C 0.019; C -0.266; C -0.014; N 0.049; N 0.017; C -0.310; C -0.036; C 0.019; C -0.266; C -0.016; H 0.080; H 0.052; H 0.015; H 0.112; H 0.080; H 0.076; H 0.081; H 0.115; H 0.029; H 0.084; H 0.086; H 0.112; H 0.081; H 0.075; H 0.077; H -0.005; H 0.086; H 0.080; H 0.114; H 0.081; H 0.081; H 0.076; C -0.047; C -0.233; C -0.010; C -0.096; C -0.411; Br 0.291; N 0.002; C -0.045; H 0.076; H 0.085; H 0.080; H 0.119; H 0.112; H 0.131; O -0.336; N -0.128; C -0.027; C -0.061; C -0.067; C -0.087; C -0.726; S 0.689; H 0.137; H 0.108; H 0.109; H 0.099

Molecular formula: C5H10O2
Method: DFT, ωB97M-V/def2-TZVPD

Structure (XYZ):
```
17
C5H10O2, DFT ωB97M-V/def2-TZVPD
C -2.39 0.46 -0.40
C -0.59 -1.29 -0.41
O -1.11 0.14 -0.96
C 0.39 -0.96 0.70
C 1.77 -0.31 0.39
C 1.76 1.16 0.13
O 0.79 1.83 -0.21
H -2.31 0.59 0.68
H -2.74 1.38 -0.87
H -3.04 -0.38 -0.63
H -0.02 -1.60 -1.30
H -0.46 0.86 -0.73
H -0.10 -0.38 1.49
H 0.61 -1.93 1.17
H 2.21 -0.79 -0.50
H 2.50 -0.48 1.20
H 2.73 1.69 0.26
```

The HOMO energy comes out at -6.890 eV. As for the net charge: 0. The LUMO energy comes out at 0.025 Eh. Its max |F| is 0.5 eV/A. As for the frontier orbital gap: 7.557 eV.

Per-atom natural (NBO) charges, elementary charge units: C -0.247; C -0.330; O -0.554; C -0.500; C -0.545; C 0.481; O -0.576; H 0.184; H 0.184; H 0.223; H 0.124; H 0.522; H 0.198; H 0.237; H 0.247; H 0.225; H 0.126

Molecular formula: H32O16
Method: DFT, ωB97M-V/def2-TZVPD

Structure (XYZ):
```
48
H32O16, DFT ωB97M-V/def2-TZVPD
O 0.17 1.49 2.72
H -0.11 2.19 2.06
H -0.47 0.69 2.85
O -2.51 1.55 1.19
H -2.63 2.24 0.50
H -2.99 1.91 1.99
O 0.43 3.92 -0.64
H -0.03 4.76 -0.64
H 0.99 4.01 0.04
O 1.98 -0.07 -1.24
H 2.80 -0.17 -1.62
H 1.98 -0.07 -0.32
O 3.79 -2.36 3.48
H 4.26 -1.56 3.22
H 2.97 -2.22 3.88
O -1.57 -1.81 -1.94
H -1.07 -2.15 -1.07
H -2.08 -1.15 -1.55
O 0.01 -4.20 3.24
H -0.93 -4.53 3.53
H 0.30 -3.46 3.78
O 0.28 4.04 3.23
H 0.43 4.85 3.59
H -0.20 3.47 3.86
O -5.41 -0.88 -2.05
H -5.39 -1.85 -2.25
H -4.59 -0.67 -2.66
O -0.91 -4.23 -1.38
H -1.07 -3.70 -0.78
H -1.44 -3.88 -2.15
O -1.15 2.34 -4.24
H -1.97 1.85 -3.97
H -1.04 3.04 -3.52
O 5.32 1.61 1.42
H 5.85 0.95 1.98
H 5.62 1.44 0.48
O -3.59 -1.99 0.74
H -3.85 -2.65 0.03
H -3.63 -1.16 0.41
O 2.96 3.57 -0.94
H 3.64 3.19 -1.35
H 2.09 3.11 -1.32
O 3.62 -3.08 -0.08
H 2.85 -2.78 0.30
H 3.50 -3.92 0.06
O -2.81 -0.62 -4.14
H -2.41 0.07 -4.87
H -2.02 -1.10 -3.86
```

The HOMO energy comes out at -11.065 eV. As for the net charge: 0. The LUMO energy comes out at -0.007 Eh. Its max |F| is 13.1 eV/A. As for the frontier orbital gap: 10.873 eV.

Per-atom natural (NBO) charges, elementary charge units: O -0.995; H 0.509; H 0.485; O -0.955; H 0.479; H 0.477; O -0.940; H 0.470; H 0.477; O -0.946; H 0.472; H 0.475; O -0.951; H 0.482; H 0.470; O -0.956; H 0.479; H 0.472; O -0.957; H 0.486; H 0.471; O -0.956; H 0.466; H 0.490; O -0.949; H 0.462; H 0.486; O -0.894; H 0.417; H 0.482; O -0.947; H 0.467; H 0.479; O -0.939; H 0.469; H 0.471; O -0.946; H 0.476; H 0.471; O -0.959; H 0.454; H 0.498; O -0.907; H 0.455; H 0.452; O -0.981; H 0.483; H 0.500

Molecular formula: C5H5ClO2
Method: DFT, ωB97M-V/def2-TZVPD

Structure (XYZ):
```
13
C5H5ClO2, DFT ωB97M-V/def2-TZVPD
C 0.80 -0.27 -0.01
C 1.99 -1.08 0.01
C -0.44 -0.66 -0.01
C -1.64 0.19 -0.11
C -2.86 -0.01 0.68
H 1.77 -2.24 -0.24
H -0.79 -1.73 -0.21
H -1.35 1.18 -0.44
H -3.58 0.72 0.85
H -2.81 -0.80 1.49
O 3.11 -0.68 0.17
O -2.81 -0.52 -0.64
Cl 1.02 1.38 -0.06
```

The HOMO energy comes out at -9.998 eV. As for the net charge: 0. The structure (SMILES) is O=C/C(Cl)=C/[C@@H]1CO1. The LUMO energy comes out at -0.010 Eh. Its max |F| is 5.0 eV/A. As for the frontier orbital gap: 9.715 eV.

Per-atom natural (NBO) charges, elementary charge units: C -0.207; C 0.406; C -0.134; C -0.012; C -0.077; H 0.112; H 0.239; H 0.216; H 0.192; H 0.174; O -0.482; O -0.474; Cl 0.047

Molecular formula: C29H48F3NO17V
Method: DFT, ωB97M-V/def2-TZVPD

Structure (XYZ):
```
99
C29H48F3NO17V, DFT ωB97M-V/def2-TZVPD
O -0.59 0.65 0.48
V 0.89 0.82 -0.01
O 1.62 -0.61 0.18
C 2.57 3.84 -5.96
O 2.33 5.13 -6.63
O 1.87 4.03 -4.75
C 2.35 2.57 -6.85
F 1.15 2.58 -7.43
F 3.15 2.45 -7.90
F 2.46 1.47 -6.07
C 2.85 5.41 -8.03
C 2.64 6.95 -8.32
H 3.19 7.73 -7.80
H 2.94 7.02 -9.37
H 1.58 7.19 -8.43
H 2.41 4.84 -8.85
H 3.93 5.29 -8.12
H 3.65 3.79 -5.83
C 2.32 1.10 5.24
C 3.78 1.66 4.98
C 4.81 0.46 5.24
C 6.26 0.78 4.79
C 6.35 1.45 3.38
C 5.46 2.68 3.27
N 4.08 2.23 3.62
O 3.06 3.23 3.30
C 5.58 3.15 1.74
C 6.05 3.88 4.13
C 3.93 2.62 6.27
H 1.62 1.92 5.13
H 2.16 0.62 6.21
H 2.21 0.51 4.33
H 4.65 -0.44 4.65
H 5.00 0.19 6.28
H 6.79 -0.17 4.82
H 6.84 1.47 5.41
H 6.07 0.71 2.62
H 7.38 1.77 3.23
H 5.16 2.43 1.04
H 6.65 3.11 1.56
H 5.28 4.20 1.68
H 6.86 3.73 4.85
H 5.25 4.21 4.80
H 6.42 4.71 3.53
H 3.49 2.31 7.22
H 3.50 3.59 6.04
H 4.94 2.90 6.58
C -6.33 1.33 -4.20
C -6.94 1.30 -2.78
C -8.05 2.38 -2.59
O -9.06 1.70 -1.77
C -8.77 0.39 -1.70
O -9.48 -0.49 -1.24
O -7.63 0.12 -2.34
H -7.09 1.61 -4.93
H -5.89 0.37 -4.47
H -5.46 1.97 -4.35
H -6.22 1.44 -1.97
H -8.56 2.86 -3.43
H -7.77 3.23 -1.97
C 2.66 -6.93 -3.95
C 3.34 -6.00 -2.92
C 4.48 -6.61 -2.00
O 5.60 -5.87 -2.29
C 5.42 -5.13 -3.49
O 6.21 -4.54 -4.20
O 4.06 -5.19 -3.76
H 2.20 -7.77 -3.43
H 3.49 -7.33 -4.53
H 1.87 -6.50 -4.56
H 2.79 -5.37 -2.21
H 4.60 -7.66 -2.27
H 4.18 -6.52 -0.96
C -5.47 -0.27 7.41
C -5.45 0.86 6.32
C -5.76 0.19 5.00
O -6.52 1.20 4.40
C -7.21 1.96 5.31
O -8.20 2.65 5.12
O -6.59 1.82 6.49
H -5.33 0.14 8.41
H -4.70 -1.04 7.33
H -6.45 -0.68 7.66
H -4.52 1.41 6.21
H -6.30 -0.70 5.32
H -4.95 0.06 4.29
C -5.14 -7.35 -1.90
C -5.16 -5.82 -1.55
C -4.56 -5.52 -0.13
O -3.34 -4.76 -0.40
C -3.17 -4.59 -1.74
O -2.49 -3.67 -2.25
O -4.20 -5.21 -2.40
H -5.89 -7.76 -1.21
H -4.16 -7.80 -1.76
H -5.28 -7.49 -2.97
H -6.07 -5.23 -1.68
H -4.37 -6.44 0.42
H -5.31 -4.91 0.37
```

The HOMO energy comes out at -3.650 eV. As for the net charge: -1. The LUMO energy comes out at -0.053 Eh. Its max |F| is 4.8 eV/A. As for the frontier orbital gap: 2.220 eV.

Per-atom Löwdin charges, elementary charge units: O -0.390; V 1.064; O -0.413; C -0.463; O -0.131; O -0.293; C -0.607; F 0.125; F 0.125; F 0.103; C -0.215; C -0.096; H 0.061; H 0.046; H 0.058; H 0.094; H 0.093; H 0.116; C -0.053; C -0.417; C -0.127; C -0.189; C -0.165; C -0.464; N -0.071; O -0.149; C -0.027; C -0.020; C -0.062; H 0.069; H 0.080; H 0.075; H 0.107; H 0.107; H 0.099; H 0.090; H 0.116; H 0.113; H 0.077; H 0.070; H 0.074; H 0.068; H 0.054; H 0.071; H 0.070; H 0.070; H 0.058; C -0.011; C -0.267; C -0.052; O 0.056; C -0.564; O 0.110; O 0.074; H 0.079; H 0.083; H 0.088; H 0.152; H 0.126; H 0.126; C -0.013; C -0.322; C -0.132; O 0.039; C -0.420; O 0.158; O 0.032; H 0.075; H 0.093; H 0.087; H 0.151; H 0.123; H 0.128; C -0.032; C -0.245; C -0.131; O 0.044; C -0.519; O 0.130; O 0.082; H 0.069; H 0.087; H 0.084; H 0.153; H 0.128; H 0.149; C -0.016; C -0.282; C -0.069; O 0.048; C -0.469; O 0.107; O 0.034; H 0.081; H 0.085; H 0.080; H 0.152; H 0.123; H 0.125

> What is the max |F| in the fifth record?

5.0 eV/A